[1]
This record from OMol25 describes an isolated molecule of C24H38Br2FN4O8PS3 at a distorted geometry. The level of theory is wB97M-V/def2-TZVPD.

Positions of all 81 atoms, in Å:
C 0.161 3.791 3.939
C -1.189 3.045 3.291
C -1.702 3.847 1.975
C -1.240 3.175 0.512
O -0.876 1.778 0.612
C -0.034 1.292 -0.540
P 1.691 1.966 -0.171
N 1.952 3.198 -1.252
O 3.050 0.924 -0.376
O 1.837 2.848 1.368
O -0.584 2.005 -1.633
S -0.199 1.645 -3.221
O 1.253 0.994 -3.248
O -1.229 0.456 -3.737
C -1.745 -0.593 -2.945
C -3.402 -0.553 -3.291
Br -4.497 -2.122 -4.008
C -4.271 0.637 -3.117
C -5.918 0.597 -3.432
Br -3.650 2.406 -2.510
C -1.279 -1.938 -3.840
C 0.284 -2.283 -3.955
F -1.609 -1.512 -5.260
C -1.655 -0.708 -1.363
C -2.351 -2.136 -0.855
C -3.543 -1.884 0.293
C -3.451 -2.918 1.562
C -3.156 -2.146 3.016
C -0.234 -0.373 -0.545
C -0.420 -0.881 1.009
C 0.749 -0.495 2.078
C 2.179 -1.270 1.929
S 3.563 -0.519 3.015
C 5.083 -1.483 2.503
S 5.197 -3.120 3.063
N 6.249 -0.986 1.681
C 7.744 -1.068 2.057
C 8.694 -0.449 0.827
N 7.725 -0.001 -0.251
C 6.341 -0.349 0.309
O 0.937 -1.047 -1.083
N 1.004 -2.357 -0.892
O 2.120 -2.780 -1.232
H 0.427 4.715 3.262
H -0.123 4.243 5.003
H 1.005 2.981 4.014
H -1.069 1.887 3.191
H -2.024 3.203 4.130
H -1.333 4.979 1.984
H -2.878 3.900 2.021
H -2.189 3.410 -0.176
H -0.400 3.912 0.123
H 2.833 2.982 -1.809
H 3.432 0.928 -1.302
H 2.810 3.094 1.476
H -6.083 0.340 -4.569
H -6.423 -0.268 -2.783
H -6.452 1.587 -3.111
H -1.804 -2.924 -3.519
H 0.491 -3.269 -3.312
H 1.076 -1.514 -3.631
H 0.560 -2.610 -5.070
H -2.398 0.117 -0.914
H -2.920 -2.724 -1.688
H -1.540 -2.933 -0.489
H -4.627 -1.966 -0.190
H -3.490 -0.788 0.742
H -2.633 -3.739 1.332
H -4.542 -3.383 1.693
H -3.676 -1.073 3.048
H -3.598 -2.753 3.930
H -1.985 -2.006 3.203
H -0.486 -2.065 1.156
H -1.449 -0.533 1.508
H 0.815 0.664 2.244
H 0.321 -0.895 3.125
H 2.023 -2.381 2.337
H 2.641 -1.317 0.864
H 8.252 -1.508 3.014
H 9.860 -0.377 0.745
H 5.444 -0.112 -0.403

Summary:
Total charge: 0

Atomic partial charges in e from the Mulliken method, atoms 1 to 6: atom 1 (C): -0.8128, atom 2 (C): -0.0164, atom 3 (C): -0.8486, atom 4 (C): -0.0555, atom 5 (O): 0.0425, atom 6 (C): -0.6803

---

[2]
This record from OMol25 describes a cluster of 10 separate species, C24H38BrCl20F3N3O3 in total at a distorted geometry. The level of theory is wB97M-V/def2-TZVPD.

Positions of all 92 atoms, in Å:
C -1.964 -2.004 2.874
C -0.810 -1.663 1.983
Cl 0.556 -2.709 1.965
C -0.819 -0.586 1.216
Cl -2.216 0.462 1.337
C 0.211 -0.112 0.306
C 0.538 -0.510 -0.954
C 0.035 -1.556 -1.907
C -1.426 -1.969 -1.782
C -1.608 -3.222 -0.894
O -2.240 -0.872 -1.424
N 1.606 0.286 -1.331
C 2.347 0.320 -2.588
C 3.791 -0.194 -2.567
O 4.657 0.453 -3.100
Br 4.160 -1.877 -1.711
C 1.907 1.119 -0.332
C 3.024 2.090 -0.377
O 2.801 3.055 -1.401
C 3.726 4.048 -1.440
F 4.954 3.641 -1.151
F 3.736 4.575 -2.656
F 3.373 5.020 -0.587
N 1.081 0.891 0.651
C 1.046 1.528 1.965
C 1.874 0.649 2.946
N 3.301 0.948 2.938
H -2.872 -2.062 2.281
H -2.091 -1.149 3.538
H -1.807 -2.926 3.419
H 0.113 -1.132 -2.918
H 0.700 -2.417 -1.897
H -1.723 -2.281 -2.787
H -0.651 -3.442 -0.426
H -1.827 -4.093 -1.497
H -2.323 -3.085 -0.088
H -3.139 -1.115 -1.657
H 2.342 1.349 -2.923
H 1.827 -0.249 -3.350
H 3.217 2.525 0.599
H 3.918 1.511 -0.617
H 1.491 2.514 1.969
H 0.035 1.562 2.364
H 1.505 0.777 3.961
H 1.771 -0.403 2.693
H 3.726 0.625 2.079
H 3.456 1.941 3.062
C 2.113 -5.496 0.328
Cl 1.757 -5.392 -1.402
Cl 3.835 -5.337 0.681
H 1.611 -4.665 0.795
H 1.769 -6.453 0.700
C -1.501 0.011 -5.901
Cl -0.339 0.286 -4.586
Cl -2.363 -1.513 -5.689
H -2.217 0.824 -5.901
H -0.960 -0.018 -6.839
C -4.601 -5.942 -3.029
Cl -3.891 -4.351 -3.352
Cl -3.746 -6.779 -1.733
H -5.635 -5.806 -2.736
H -4.542 -6.538 -3.932
C -4.093 1.694 4.322
Cl -5.819 1.530 4.648
Cl -3.120 0.658 5.377
H -3.904 1.405 3.295
H -3.803 2.726 4.482
C -0.236 4.230 -1.265
Cl -0.463 4.497 0.466
Cl -0.572 2.548 -1.701
H -0.911 4.874 -1.814
H 0.792 4.456 -1.518
C 2.577 4.108 5.713
Cl 2.733 2.403 6.131
Cl 3.087 4.419 4.037
H 1.539 4.402 5.821
H 3.205 4.693 6.374
C -0.883 4.898 4.033
Cl -1.194 5.187 5.746
Cl -1.157 3.200 3.597
H -1.551 5.517 3.446
H 0.150 5.148 3.817
C 2.655 5.832 -5.784
Cl 3.498 7.205 -6.502
Cl 1.674 4.967 -6.975
H 3.389 5.147 -5.376
H 2.004 6.196 -4.997
C -5.342 -9.106 1.534
Cl -5.165 -7.473 2.193
Cl -4.155 -9.430 0.266
H -5.200 -9.821 2.335
H -6.335 -9.205 1.114

Summary:
Total charge: +1

Atomic partial charges in e from the Mulliken method, atoms 1 to 6: atom 1 (C): -1.3788, atom 2 (C): 0.7262, atom 3 (Cl): -0.3183, atom 4 (C): 0.2093, atom 5 (Cl): -0.1692, atom 6 (C): -0.8566

---

[3]
This record from OMol25 describes a structure of composition C24H38Cl3N2O5RbS4. The level of theory is wB97M-V/def2-TZVPD.

Positions of all 77 atoms, in Å:
Rb 0.234 -0.669 0.601
C -1.509 3.311 -0.256
C -1.122 3.111 -1.723
S 0.397 2.153 -1.883
C 0.575 2.061 -3.674
C -0.615 1.518 -4.462
S -1.109 -0.129 -3.911
C -2.905 -0.018 -4.075
C -3.610 -0.927 -3.068
S -3.257 -0.599 -1.334
C -4.031 1.018 -1.127
C -3.716 1.599 0.250
S -1.987 1.852 0.696
H -2.323 4.039 -0.206
H -0.667 3.738 0.291
H -0.994 4.098 -2.178
H -1.927 2.602 -2.251
H 1.447 1.420 -3.825
H 0.835 3.039 -4.089
H -0.353 1.531 -5.522
H -1.467 2.191 -4.347
H -3.238 -0.290 -5.080
H -3.207 1.019 -3.912
H -3.298 -1.962 -3.226
H -4.685 -0.902 -3.259
H -5.118 0.933 -1.213
H -3.704 1.712 -1.902
H -4.086 0.924 1.027
H -4.260 2.540 0.371
C 4.988 -2.744 -2.315
N 3.646 -2.203 -2.350
C 2.866 -2.482 -3.543
C 3.129 -1.403 -1.394
O 2.016 -0.909 -1.478
C 3.982 -1.125 -0.149
O 3.295 -0.374 0.813
C 3.180 1.014 0.508
C 2.308 1.637 1.596
O 1.181 2.029 1.312
N 2.807 1.677 2.846
C 4.105 1.131 3.204
C 1.939 2.066 3.944
H 4.986 -3.731 -2.779
H 5.343 -2.868 -1.295
H 5.693 -2.112 -2.863
H 2.649 -3.550 -3.609
H 3.419 -2.180 -4.436
H 1.931 -1.934 -3.488
H 4.930 -0.645 -0.431
H 4.230 -2.076 0.330
H 2.666 1.152 -0.443
H 4.178 1.471 0.468
H 4.890 1.525 2.558
H 4.108 0.042 3.156
H 4.333 1.438 4.222
H 0.962 2.324 3.546
H 2.357 2.926 4.472
H 1.834 1.234 4.642
Cl -0.612 -3.104 -1.637
C -0.506 -3.887 -0.046
Cl 1.155 -3.799 0.638
H -0.716 -4.940 -0.181
H -1.182 -3.378 0.644
Cl -4.569 -0.038 6.628
C -3.738 -0.552 5.183
C -4.484 -0.977 4.074
C -3.857 -1.383 2.931
C -2.425 -1.387 2.785
O -1.896 -1.739 1.695
C -1.691 -0.953 3.951
C -0.249 -0.894 4.044
O 0.578 -1.126 3.173
C -2.375 -0.552 5.118
H -5.565 -0.986 4.134
H -4.433 -1.721 2.078
H 0.107 -0.592 5.053
H -1.793 -0.235 5.976

Summary:
Relative energy (zero: lowest compared OMol25 entry of this formula, charge and spin) (eV): 0.1626
Total charge: 0

Atomic partial charges in e from the Mulliken method, atoms 1 to 6: atom 1 (Rb): 0.9061, atom 2 (C): -1.2548, atom 3 (C): 0.1294, atom 4 (S): 0.4040, atom 5 (C): -0.9324, atom 6 (C): -0.9501

---

Number 1: LUMO -1.58 eV, frontier orbital gap 6.638 eV, electronic energy -232419.205 eV. Number 2: LUMO -2.39 eV, frontier orbital gap 9.719 eV, electronic energy -364755.635 eV. Number 3: LUMO -0.01 eV, frontier orbital gap 6.635 eV, electronic energy -120287.690 eV.